Entry 1:
A single C2H3Cl2N2P molecule at a distorted geometry, computed with ωB97M-V/def2-TZVPD.

Structure (XYZ):
```
10
C2H3Cl2N2P, DFT ωB97M-V/def2-TZVPD
C -0.511 -1.113 0.579
C -1.045 -0.026 -0.164
N -0.127 0.240 0.958
N 1.670 1.397 -0.686
P 1.581 0.551 0.603
Cl 0.824 -2.060 -0.256
Cl -2.717 0.536 0.055
H -1.370 -1.671 1.007
H -0.870 0.341 -1.187
H 2.565 1.805 -0.908
```

Summary:
Frontier orbital gap: 0.3521 hartree
Structure (SMILES): [H]/N=P/N1[C@H](Cl)[C@H]1Cl
Lowest unoccupied orbital energy: -0.09 eV
2S+1: 1
E_tot: -39434.50119 eV

=====

Entry 2:
2 unconnected molecules or ions with the total composition C2H3Cl2NOS at a distorted geometry, computed with ωB97M-V/def2-TZVPD.

Structure (XYZ):
```
10
C2H3Cl2NOS, DFT ωB97M-V/def2-TZVPD
C 1.427 0.435 -0.203
C -0.628 -0.827 0.116
N 0.271 0.165 0.456
O 2.077 -0.051 -1.107
S -2.181 -0.841 0.808
Cl 2.009 1.961 0.288
Cl 0.061 -2.354 -0.418
H -0.914 0.201 -2.118
H 0.179 0.734 1.351
H -2.303 0.575 0.826
```

Summary:
Frontier orbital gap (spin up / spin down): 0.3587 / 0.2594 hartree
Lowest unoccupied orbital energy (spin up / spin down): -0.61 / -0.77 eV
2S+1: 1
E_tot: -41536.04191 eV

=====

Entry 3:
2 unconnected molecules or ions with the total composition C2H3Cl2NOS at a distorted geometry, computed with ωB97M-V/def2-TZVPD.

Structure (XYZ):
```
10
C2H3Cl2NOS, DFT ωB97M-V/def2-TZVPD
C 1.950 0.342 0.863
C -2.305 -1.452 0.002
N 1.805 -0.737 0.167
O -2.004 -2.583 -0.086
S 0.526 -1.329 -0.700
Cl -2.633 -0.336 -1.490
Cl -2.375 -0.531 1.425
H 1.159 1.075 1.030
H 2.744 0.481 1.459
H 2.491 -1.406 0.223
```

Summary:
Frontier orbital gap: 0.2987 hartree
Structure (SMILES): C=[NH+][S-].O=C(Cl)Cl
Lowest unoccupied orbital energy: -0.13 eV
2S+1: 1
E_tot: -41538.15877 eV

=====

Entry 4:
2 unconnected molecules or ions with the total composition C2H3Cl3OSi at a distorted geometry, computed with ωB97M-V/def2-TZVPD.

Structure (XYZ):
```
10
C2H3Cl3OSi, DFT ωB97M-V/def2-TZVPD
C -0.355 2.594 0.222
C -0.729 -0.753 0.105
O -0.765 3.060 1.177
Si 1.211 -0.550 -0.352
Cl -1.302 -2.425 -0.421
Cl -1.462 -0.528 1.775
Cl -1.637 0.369 -0.955
H 2.106 0.104 0.642
H 1.413 0.084 -1.676
H 1.520 -1.957 -0.517
```

Summary:
Frontier orbital gap: 0.4035 hartree
Lowest unoccupied orbital energy: 0.12 eV
2S+1: 1
E_tot: -49613.39079 eV

=====

Entry 5:
A single C2H3ClF2 molecule at a distorted geometry, computed with ωB97M-V/def2-TZVPD.

Structure (XYZ):
```
8
C2H3ClF2, DFT ωB97M-V/def2-TZVPD
C 0.024 0.071 -0.112
C 0.540 0.562 -1.733
F 1.910 0.647 -1.774
F 0.074 1.740 -2.050
Cl -0.005 -0.551 -3.044
H 0.000 -1.012 -0.039
H 1.002 0.518 0.406
H -0.802 0.580 0.175
```

Summary:
Frontier orbital gap: 0.4493 hartree
Structure (SMILES): CC(F)(F)Cl
Lowest unoccupied orbital energy: 0.89 eV
2S+1: 1
E_tot: -20079.32602 eV

=====

Entry 6:
2 unconnected molecules or ions with the total composition C2H3ClF2OS at a distorted geometry, computed with ωB97M-V/def2-TZVPD.

Structure (XYZ):
```
10
C2H3ClF2OS, DFT ωB97M-V/def2-TZVPD
C 1.347 -0.382 -0.380
C 0.419 -1.227 0.063
O -1.474 0.833 -0.715
F -0.163 -2.229 -0.543
F 0.236 -1.233 1.384
S -1.631 1.154 0.956
Cl 0.117 1.769 1.552
H 1.667 0.449 0.265
H -2.153 1.344 -1.122
H 1.634 -0.479 -1.458
```

Summary:
Frontier orbital gap: 0.3456 hartree
Structure (SMILES): C=C(F)F.OSCl
Lowest unoccupied orbital energy: 0.34 eV
2S+1: 1
E_tot: -32960.55547 eV

=====

Entry 7:
A single C2H3ClFI molecule at a distorted geometry, computed with ωB97M-V/def2-TZVPD.

Structure (XYZ):
```
8
C2H3ClFI, DFT ωB97M-V/def2-TZVPD
C 0.106 0.229 -0.048
C 0.086 1.697 -0.011
F 0.703 2.250 1.043
Cl 0.535 2.405 -1.553
I -2.263 2.623 0.402
H 0.880 -0.028 0.629
H -0.746 -0.402 0.255
H 0.239 -0.159 -1.025
```

Summary:
Frontier orbital gap: 0.3043 hartree
Structure (SMILES): C[C@@](F)(Cl)I
Lowest unoccupied orbital energy: -1.10 eV
2S+1: 1
E_tot: -25462.12818 eV

=====

Entry 8:
A molecular structure, C2H3ClFN at a distorted geometry, computed with ωB97M-V/def2-TZVPD.

Structure (XYZ):
```
8
C2H3ClFN, DFT ωB97M-V/def2-TZVPD
C 1.191 0.457 0.533
C -0.916 -0.289 -0.472
N 0.131 0.559 -0.092
F -0.712 -1.497 0.160
Cl -2.458 0.331 0.049
H 1.779 1.476 0.596
H 1.617 -0.471 1.084
H -0.633 -0.565 -1.858
```

Summary:
Frontier orbital gap: 0.3807 hartree
Lowest unoccupied orbital energy: 0.47 eV
2S+1: 1
E_tot: -18850.06603 eV

=====

Entry 9:
A single C2H3ClFNO2 molecule at a distorted geometry, computed with ωB97M-V/def2-TZVPD.

Structure (XYZ):
```
10
C2H3ClFNO2, DFT ωB97M-V/def2-TZVPD
C 0.023 -0.326 -0.686
C -0.672 0.987 0.384
N 0.863 -1.132 0.091
O 0.436 -1.302 1.220
O 1.942 -1.505 -0.353
F -1.335 1.733 -0.544
Cl 0.497 1.717 1.404
H 0.544 0.198 -1.456
H -0.912 -0.739 -0.954
H -1.386 0.369 0.894
```

Summary:
Frontier orbital gap: 0.3884 hartree
Structure (SMILES): O=[N+]([O-])C[C@H](F)Cl
Lowest unoccupied orbital energy: -0.30 eV
2S+1: 1
E_tot: -22943.51714 eV

=====

Entry 10:
2 unconnected molecules or ions with the total composition C2H3ClFNO2 at a distorted geometry, computed with ωB97M-V/def2-TZVPD.

Structure (XYZ):
```
10
C2H3ClFNO2, DFT ωB97M-V/def2-TZVPD
C 1.254 -0.159 0.009
C -0.149 -0.517 -0.359
N -1.377 0.884 0.326
O -1.543 1.762 -0.450
O -1.767 0.668 1.420
F -0.423 -0.484 -1.667
Cl -0.816 -1.931 0.423
H 1.681 0.469 -0.770
H 1.280 0.370 0.958
H 1.859 -1.061 0.110
```

Summary:
Frontier orbital gap: 0.3786 hartree
Lowest unoccupied orbital energy: 0.44 eV
2S+1: 1
E_tot: -22943.87117 eV

=====

Entry 11:
2 unconnected molecules or ions with the total composition C2H3ClFNO2 at a distorted geometry, computed with ωB97M-V/def2-TZVPD.

Structure (XYZ):
```
10
C2H3ClFNO2, DFT ωB97M-V/def2-TZVPD
C 0.230 1.293 -0.943
C 0.618 0.542 0.052
N 0.951 -0.873 -0.103
O 0.740 -1.377 -1.187
O 1.362 -1.468 0.894
F 0.801 1.047 1.259
Cl -2.739 -1.329 0.886
H 0.213 1.032 -2.026
H -1.908 -1.064 1.934
H -0.268 2.197 -0.766
```

Summary:
Frontier orbital gap: 0.3753 hartree
Structure (SMILES): C=C(F)[N+](=O)[O-].Cl
Lowest unoccupied orbital energy: -0.97 eV
2S+1: 1
E_tot: -22943.52554 eV

=====

Entry 12:
A molecular structure, C2H3ClINO2 at a distorted geometry, computed with ωB97M-V/def2-TZVPD.

Structure (XYZ):
```
10
C2H3ClINO2, DFT ωB97M-V/def2-TZVPD
C -1.272 1.208 -0.499
C 1.823 -0.630 -0.013
N -1.302 -0.019 -0.176
O -0.807 -0.257 1.159
O -1.697 -0.980 -0.737
Cl 2.940 0.289 0.893
I 0.593 -1.832 1.224
H -0.754 1.857 0.127
H -1.955 1.627 -1.255
H 2.431 -1.263 -0.724
```

Summary:
Frontier orbital gap (spin up / spin down): 0.2807 / 0.2491 hartree
Lowest unoccupied orbital energy (spin up / spin down): -1.42 / -1.55 eV
2S+1: 1
E_tot: -28322.87361 eV